No. 1
ORCA calculation (ωB97M-V/def2-TZVPD) on a structure of composition C21H49CrNO12 in a non-equilibrium geometry.

```
! RIJCOSX wB97M-V def2-TZVPD def2/J DEFGRID3
* xyz 0 5
Cr 11.55730 5.29089 -6.76060
N 13.36938 6.14750 -4.06688
H 14.24126 5.80185 -3.69211
H 12.82882 6.74435 -3.45724
H 12.87165 5.31919 -4.36058
H 13.73771 6.49622 -4.94027
C 12.71039 1.48622 -4.92246
C 12.16137 2.84408 -4.41423
C 12.89604 3.12888 -3.14488
O 12.23096 3.87756 -5.36071
H 13.76941 1.30964 -4.73432
H 12.52354 1.33426 -5.98552
H 12.23519 0.64051 -4.42541
H 11.11072 2.71029 -4.15670
H 12.67016 2.36850 -2.39728
H 12.50151 4.07865 -2.78381
H 13.97522 3.25102 -3.23737
C 9.92893 6.05989 -2.91851
C 9.86050 6.97312 -4.16584
C 10.22864 8.47502 -3.83271
O 10.60461 6.56797 -5.22297
H 9.68063 5.08595 -3.34029
H 9.24237 6.36345 -2.12819
H 10.93236 5.83848 -2.55490
H 8.81537 6.84917 -4.44946
H 9.86649 9.24407 -4.51500
H 11.27846 8.71070 -3.65826
H 9.67549 8.66801 -2.91354
C 14.68612 8.42637 -6.88194
C 14.24374 7.19787 -7.73130
C 15.43566 6.62666 -8.43793
O 13.50309 6.29640 -7.02796
H 13.74107 8.95738 -6.76785
H 15.31595 9.03099 -7.53451
H 15.14865 8.01522 -5.98465
H 13.58149 7.60852 -8.49345
H 16.14992 6.21320 -7.72590
H 15.95490 7.30392 -9.11603
H 15.28276 5.73703 -9.04890
C 16.21570 2.70959 -8.82072
C 14.82770 3.03944 -8.45551
O 13.95412 3.04492 -9.65676
C 12.74057 3.67801 -9.57867
O 12.10507 4.09478 -8.61095
O 12.21641 3.61595 -10.80481
C 10.92902 4.12670 -11.09473
H 16.52429 3.45825 -9.55036
H 16.31058 1.75695 -9.34185
H 16.81133 2.64511 -7.91013
H 14.67166 3.93059 -7.84755
H 14.38537 2.28983 -7.79936
H 10.71191 4.96658 -10.43475
H 10.18173 3.36906 -10.85883
H 10.79857 4.51183 -12.10604
C 9.87420 10.61633 -7.44949
C 10.20435 9.10757 -7.43865
O 9.65337 8.49767 -8.58771
C 9.97537 7.28665 -8.98991
O 10.80844 6.51688 -8.46301
O 9.10961 6.84959 -9.91759
C 8.21267 7.73215 -10.56938
H 10.24344 10.96869 -6.48637
H 8.80824 10.83751 -7.50360
H 10.37360 11.19001 -8.23025
H 9.83252 8.62756 -6.53343
H 11.28069 9.04286 -7.59800
H 7.61723 7.14339 -11.26717
H 8.75023 8.40359 -11.23893
H 7.50615 8.29821 -9.96233
C 6.54118 4.58128 -5.13256
C 7.09341 5.08081 -6.51979
O 7.38714 4.00062 -7.45019
C 8.73453 3.58711 -7.46626
O 9.76173 4.26243 -7.25070
O 8.74102 2.32674 -7.83308
C 9.93398 1.50813 -7.90680
H 7.22186 4.62028 -4.28212
H 6.08317 3.59816 -5.24125
H 5.72984 5.24069 -4.82432
H 7.86988 5.84337 -6.45898
H 6.28321 5.54733 -7.08018
H 9.68890 0.51115 -8.27294
H 10.59866 1.49725 -7.04298
H 10.51071 1.91216 -8.73881
*
```

Computed properties:
- Orbital gap (alpha / beta): 6.62 / 7.68 eV
- HOMO energy (alpha / beta): -0.2243 / -0.2638 Ha
- Calculated total energy: -77050.894 eV

Results of the Löwdin charge analysis, in e, for atoms 1 through 8:
1. Cr 0.7898
2. N 0.3041
3. H 0.1339
4. H 0.1224
5. H 0.0329
6. H 0.0781
7. C -0.0647
8. C -0.5684

***

No. 2
ORCA calculation (ωB97M-V/def2-TZVPD) on a cluster of 9 separate species, C21H49F6N4O24P3 in total in a non-equilibrium geometry.

```
! RIJCOSX wB97M-V def2-TZVPD def2/J DEFGRID3
* xyz 0 1
C -2.66818 -0.53216 -1.79349
C -2.08456 0.85541 -1.86316
O -0.67104 0.82042 -1.62780
C 0.11423 1.52359 -2.42836
O -0.20986 2.35948 -3.21406
C 1.60305 1.21673 -2.17383
F 2.19573 2.29268 -1.65589
F 1.77161 0.19092 -1.33129
F 2.20978 0.91495 -3.32631
H -3.75082 -0.53786 -1.91361
H -2.40900 -0.98697 -0.83630
H -2.29628 -1.14269 -2.61928
H -2.51090 1.52500 -1.11320
H -2.31934 1.30910 -2.82717
C 0.16180 -2.93728 -2.28663
C 1.63237 -3.14296 -2.09654
O 2.33876 -2.53620 -3.19569
C 3.66046 -2.59541 -3.18387
O 4.35612 -3.16346 -2.40070
C 4.27841 -1.80616 -4.36074
F 3.39431 -1.45912 -5.29831
F 4.83462 -0.68544 -3.85504
F 5.24457 -2.54009 -4.92705
H -0.28463 -3.32553 -3.20095
H -0.06329 -1.86859 -2.23856
H -0.36664 -3.39743 -1.44886
H 1.89614 -4.19876 -2.01406
H 1.95553 -2.64612 -1.18413
C -3.76778 -2.76281 1.74530
O -2.73441 -2.84285 2.71925
P -2.78224 -2.05507 4.07605
O -2.39761 -0.65190 4.02090
O -4.24749 -2.36516 4.56143
C -4.74116 -1.84006 5.80488
O -1.82227 -2.87999 5.00860
C -1.93769 -4.30328 5.10505
H -4.54082 -2.04608 2.02491
H -4.23624 -3.73909 1.61616
H -3.36127 -2.46036 0.78053
H -5.23628 -2.66234 6.31084
H -5.46793 -1.05630 5.58904
H -3.95476 -1.37871 6.39999
H -1.16033 -4.78217 4.51269
H -2.92695 -4.64140 4.80016
H -1.77754 -4.57216 6.14922
C 1.72822 2.96873 1.91018
O 0.33903 2.70707 1.65050
P -0.58308 3.93735 1.31204
O -0.13495 5.22357 1.83010
O -0.64748 3.85474 -0.26979
C -1.24751 4.87953 -1.05701
O -2.02319 3.47556 1.75792
C -2.32344 2.12288 2.12587
H 1.87559 3.34523 2.91740
H 2.15477 3.65323 1.17680
H 2.25499 2.02242 1.77688
H -1.65766 5.68173 -0.43989
H -2.08346 4.46531 -1.62218
H -0.48699 5.28685 -1.71860
H -3.24754 2.11735 2.69155
H -1.53029 1.66984 2.71523
H -2.43579 1.51609 1.22164
C -0.05513 -4.81213 1.59545
O 0.19713 -3.72045 2.47639
P 1.57954 -2.92630 2.38571
O 2.70502 -3.74595 1.97307
O 1.28984 -1.74970 1.37344
C 0.22128 -0.81067 1.63835
O 1.65622 -2.20833 3.77136
C 1.47712 -2.91298 5.00644
H 0.86017 -5.19307 1.14426
H -0.75419 -4.49350 0.82064
H -0.51270 -5.61384 2.17440
H 0.59552 0.19304 1.45177
H -0.13836 -0.85832 2.66565
H -0.61575 -1.02375 0.97349
H 2.29387 -2.65526 5.67617
H 1.50665 -3.99062 4.84089
H 0.52976 -2.60958 5.44059
C 4.13381 -1.44758 0.14990
N 5.14579 -0.41554 -0.13344
O 6.24827 -0.73575 -0.51616
O 4.74966 0.73256 -0.01853
H 3.83519 -1.35891 1.18972
H 4.49942 -2.45153 -0.02056
H 3.25042 -1.25921 -0.44313
C 5.27693 2.43566 -2.70695
N 4.79898 2.95915 -4.00641
O 4.67550 2.16942 -4.91520
O 4.54178 4.14866 -4.07647
H 5.55692 3.24865 -2.05272
H 6.18349 1.86526 -2.92284
H 4.57331 1.71421 -2.31651
C 1.06620 4.89379 -4.73275
N 1.45871 6.22133 -4.17293
O 1.69935 7.10268 -4.96947
O 1.50695 6.33595 -2.96681
H 0.85317 4.24322 -3.89102
H 1.89199 4.51162 -5.32213
H 0.16447 5.03720 -5.31887
C -6.52537 2.51523 -1.67570
N -5.90624 1.28864 -1.10934
O -6.33020 0.22525 -1.50644
O -5.03311 1.42401 -0.27491
H -5.94504 3.37048 -1.35567
H -7.56094 2.56232 -1.35487
H -6.51676 2.40078 -2.75668
*
```

Computed properties:
- Structure (SMILES): CCOC(=O)C(F)(F)F.CCOC(=O)C(F)(F)F.COP(=O)(OC)OC.COP(=O)(OC)OC.COP(=O)(OC)OC.C[N+](=O)[O-].C[N+](=O)[O-].C[N+](=O)[O-].C[N+](=O)[O-]
- Orbital gap: 9.85 eV
- HOMO energy: -0.3780 Ha
- Energy relative to the best compared isomer or geometry (same formula, charge and spin): 0.0000 eV
- Calculated total energy: -121840.778 eV

Results of the Löwdin charge analysis, in e, for atoms 1 through 8:
1. C -0.0477
2. C -0.1986
3. O 0.0322
4. C -0.3841
5. O 0.1601
6. C -0.5265
7. F 0.1803
8. F 0.1566

***

No. 3
ORCA calculation (ωB97M-V/def2-TZVPD) on a structure of composition C21H49FeGeN2O5S in a non-equilibrium geometry.

```
! RIJCOSX wB97M-V def2-TZVPD def2/J DEFGRID3
* xyz 2 6
Fe -0.15114 0.11642 -0.26524
C 0.28739 3.44718 1.31238
C -1.00663 3.10695 0.58924
C -2.09345 2.62516 1.53896
C -1.50253 4.29267 -0.22397
O -0.73427 2.01660 -0.34324
Ge -0.38911 2.04090 -2.22453
O 1.11879 0.70685 -1.43482
C 2.50426 0.57831 -1.86001
C 3.09668 -0.57884 -1.07120
C 3.20286 1.88845 -1.53112
C 2.51843 0.29483 -3.35270
O -1.33831 0.45574 -2.05758
C -1.94137 -0.34888 -3.11837
C -0.97241 -1.45295 -3.52110
C -3.23723 -0.92610 -2.57523
C -2.22208 0.57347 -4.29620
H 0.10492 4.19636 2.08345
H 1.02446 3.85053 0.61654
H 0.71133 2.55689 1.77718
H -2.31160 3.39045 2.28352
H -1.77638 1.71897 2.05988
H -3.01120 2.40585 0.99125
H -1.77017 5.11425 0.43974
H -2.38951 4.02297 -0.80178
H -0.73059 4.65510 -0.90592
H 3.00326 -0.39158 0.00235
H 4.15490 -0.69558 -1.30114
H 2.58908 -1.51442 -1.32295
H 3.15604 2.09331 -0.46005
H 2.74111 2.72024 -2.06709
H 4.24975 1.83778 -1.82868
H 1.97185 -0.62119 -3.57789
H 3.54515 0.17560 -3.69746
H 2.07317 1.12007 -3.91331
H -0.62851 -1.99787 -2.64085
H -0.10645 -1.04061 -4.03970
H -1.46268 -2.15811 -4.19267
H -3.03376 -1.63171 -1.76979
H -3.76928 -1.45625 -3.36460
H -3.88278 -0.13210 -2.19680
H -1.29653 0.98043 -4.71125
H -2.87207 1.40018 -4.00010
H -2.72309 0.02190 -5.09118
C -3.25506 -1.16554 1.33231
N -2.55315 -2.44518 1.23709
C -2.98804 -3.43508 2.22293
C -1.53405 -2.62413 0.38327
O -0.96016 -1.60263 -0.12784
N -1.08129 -3.84408 0.05965
C 0.21944 -3.98863 -0.59409
C -1.93411 -5.03418 -0.04346
H -4.31636 -1.31540 1.13242
H -2.86825 -0.45102 0.61440
H -3.14335 -0.76368 2.34047
H -3.21981 -2.90258 3.14445
H -2.19525 -4.14674 2.43404
H -3.88341 -3.96825 1.90537
H 0.84282 -3.12136 -0.40561
H 0.09620 -4.11024 -1.67165
H 0.71221 -4.87551 -0.19731
H -2.98159 -4.75609 -0.10050
H -1.77775 -5.72727 0.78195
H -1.67470 -5.54396 -0.96983
C -0.40150 0.34105 5.51619
C 0.34700 0.57273 4.20850
S -0.25731 -0.55121 2.94051
O 0.29012 0.03318 1.61913
C 0.76631 -2.00496 3.26971
C 2.19997 -1.86442 2.78383
H -0.13312 1.12676 6.22013
H -0.13970 -0.61301 5.97396
H -1.48188 0.37321 5.37320
H 1.42186 0.42505 4.31072
H 0.16691 1.56595 3.79857
H 0.25292 -2.84571 2.80089
H 0.70696 -2.13672 4.35267
H 2.24497 -1.80260 1.69851
H 2.76690 -2.73745 3.10354
H 2.68909 -0.98022 3.19203
*
```

Computed properties:
- Orbital gap (alpha / beta): 10.57 / 7.88 eV
- HOMO energy (alpha / beta): -0.5522 / -0.5525 Ha
- Energy relative to the best compared isomer or geometry (same formula, charge and spin): 0.4995 eV
- Calculated total energy: -137517.118 eV

Results of the Löwdin charge analysis, in e, for atoms 1 through 8:
1. Fe 1.0807
2. C -0.0101
3. C -0.6379
4. C -0.0108
5. C -0.0454
6. O -0.4259
7. Ge 1.1757
8. O -0.4057